No. 1
Density functional theory data (ωB97M-V with the def2-TZVPD basis set) for C3H9ClO5PV as an isolated structure.

Calculated values
HOMO (spin up / spin down) = -12.45 / -12.46 eV
Multiplicity = 2
LUMO energy (spin up / spin down) = -9.3220 / -8.4340 eV
Charge = +1
Expectation value of S² = 0.90

Element x y z (Å)
O (-26.9015, -37.8926, 31.3676)
V (-25.4958, -37.1026, 31.2761)
Cl (-23.9360, -38.9966, 30.7160)
C (-23.9885, -42.9638, 31.7487)
O (-23.3508, -42.6897, 32.9950)
P (-21.7819, -43.0278, 33.2698)
O (-21.3004, -42.4343, 34.5567)
O (-21.7076, -44.6483, 33.1744)
C (-20.5039, -45.3062, 33.2889)
O (-21.0418, -42.4703, 31.9200)
C (-20.9842, -41.0738, 31.5731)
H (-24.2394, -41.9883, 31.3322)
H (-24.9524, -43.4501, 31.8986)
H (-23.4423, -43.7640, 31.2492)
H (-20.1099, -45.5642, 32.3060)
H (-20.5452, -46.2132, 33.8920)
H (-19.7562, -44.7474, 33.8518)
H (-19.9345, -40.8806, 31.3519)
H (-21.0938, -40.4278, 32.4442)
H (-21.5517, -40.7111, 30.7160)

Atomic forces in eV per Å
O 4.4 3.0 -0.2
V -2.4 -5.9 -0.5
Cl -2.0 2.9 0.8
C -0.5 -0.7 0.7
O 1.3 -0.5 0.9
P -0.3 0.9 1.0
O -0.7 -0.9 -2.2
O -1.8 2.6 -0.4
C 2.5 -1.0 0.4
O -0.9 -0.6 0.4
C 1.7 0.3 1.1
H 0.6 -0.3 -0.9
H -0.1 0.1 0.7
H 0.3 0.8 -0.9
H 0.0 0.1 0.0
H -0.8 -0.1 -0.2
H 0.0 0.5 -0.3
H 0.1 -0.2 -0.4
H -0.7 -0.1 0.2
H -0.5 -0.8 0.1

The computed Löwdin charges, all in e, follow: O -0.200; V 1.196; Cl 0.055; C -0.101; O -0.235; P 0.484; O -0.247; O -0.204; C -0.144; O -0.234; C -0.112; H 0.056; H 0.087; H 0.094; H 0.095; H 0.095; H 0.091; H 0.090; H 0.085; H 0.049

***

No. 2
Density functional theory data (ωB97M-V with the def2-TZVPD basis set) for one molecule with the formula C6H7N.

Calculated values
SMILES = C1[C@H]2C[C@@H]1[C@H]1N=C21
HOMO = -8.45 eV
Multiplicity = 1
LUMO energy = 0.8125 eV

Element x y z (Å)
N (0.1932, -1.1197, -2.0864)
C (-0.2093, -1.1294, -0.8962)
C (0.2346, -1.0160, 0.5438)
C (-0.7874, 0.0830, 0.9606)
C (-0.5517, 0.1748, -1.3690)
C (-0.0145, 0.9440, -0.1297)
C (1.2314, 0.1765, 0.3486)
H (0.5067, -1.8995, 1.1147)
H (-1.8273, -0.1892, 0.7554)
H (-0.6781, 0.4494, 1.9851)
H (-1.5111, 0.4764, -1.7767)
H (-0.0126, 2.0361, -0.1173)
H (2.0846, 0.0776, -0.3256)
H (1.5614, 0.5406, 1.3299)

Atomic forces in eV per Å
N 0.3 0.6 0.5
C 0.2 0.0 -0.4
C 0.0 -0.3 0.2
C -0.2 0.0 0.2
C -0.3 0.1 0.1
C 0.1 0.2 -0.1
C 0.2 0.0 -0.1
H -0.2 0.1 0.0
H 0.1 0.3 0.1
H 0.2 -0.1 -0.2
H 0.1 -0.4 0.0
H -0.1 -0.2 -0.1
H -0.2 -0.1 0.0
H -0.1 -0.1 -0.2

The computed Löwdin charges, all in e, follow: N 0.222; C -0.313; C -0.173; C -0.096; C -0.153; C -0.214; C -0.101; H 0.130; H 0.111; H 0.112; H 0.113; H 0.126; H 0.118; H 0.117

***

No. 3
Density functional theory data (ωB97M-V with the def2-TZVPD basis set) for C34H36NO2P3PbS2 as an isolated structure.

Calculated values
HOMO (spin up / spin down) = -2.54 / -4.39 eV
Multiplicity = 2
LUMO energy (spin up / spin down) = 2.6362 / 2.5064 eV
Charge = -1
Expectation value of S² = 0.75

Element x y z (Å)
Pb (-0.0145, 0.2963, 0.5559)
C (2.5462, -2.1539, -0.4910)
P (2.6599, -0.4510, 0.2066)
C (3.7445, 0.3313, -1.0557)
C (5.1152, 0.5366, -0.9111)
C (5.8409, 1.1415, -1.9281)
C (5.2126, 1.5231, -3.1043)
C (3.8533, 1.2973, -3.2654)
C (3.1198, 0.7155, -2.2429)
C (3.7061, -0.5555, 1.6901)
C (3.8800, -1.7149, 2.4416)
C (4.4986, -1.6644, 3.6821)
C (4.9561, -0.4596, 4.1914)
C (4.7829, 0.7047, 3.4549)
C (4.1499, 0.6606, 2.2267)
C (1.3357, -2.2613, -1.3771)
C (1.0921, -3.1904, -2.3722)
C (-0.2141, -2.9310, -2.8455)
C (-0.6897, -1.8599, -2.1098)
C (-2.0554, -1.2327, -2.1711)
P (-2.0434, 0.4386, -1.3829)
C (-1.8996, 1.5397, -2.8430)
C (-0.8713, 2.4765, -2.8657)
C (-0.6933, 3.2998, -3.9698)
C (-1.5386, 3.1825, -5.0625)
C (-2.5694, 2.2507, -5.0470)
C (-2.7523, 1.4362, -3.9416)
C (-3.7856, 0.6647, -0.8927)
C (-4.3788, -0.3018, -0.0767)
C (-5.6469, -0.1079, 0.4411)
C (-6.3340, 1.0701, 0.1800)
C (-5.7350, 2.0549, -0.5895)
C (-4.4685, 1.8592, -1.1191)
N (0.2566, -1.4373, -1.2184)
H (2.4526, -2.8384, 0.3587)
H (3.4609, -2.4045, -1.0308)
H (5.6159, 0.2191, -0.0078)
H (6.9038, 1.3082, -1.7985)
H (5.7853, 1.9955, -3.8933)
H (3.3660, 1.5779, -4.1913)
H (2.0517, 0.5528, -2.3512)
H (3.5313, -2.6674, 2.0655)
H (4.6147, -2.5723, 4.2616)
H (5.4269, -0.4227, 5.1656)
H (5.1199, 1.6554, 3.8494)
H (3.9731, 1.5733, 1.6706)
H (1.7654, -3.9669, -2.7078)
H (-0.7452, -3.4650, -3.6211)
H (-2.7830, -1.8355, -1.6209)
H (-2.4067, -1.1607, -3.2019)
H (-0.2154, 2.5491, -2.0037)
H (0.1034, 4.0334, -3.9762)
H (-1.3963, 3.8156, -5.9299)
H (-3.2315, 2.1615, -5.8999)
H (-3.5725, 0.7282, -3.9194)
H (-3.8282, -1.2009, 0.1744)
H (-6.0984, -0.8721, 1.0620)
H (-7.3212, 1.2305, 0.5952)
H (-6.2544, 2.9866, -0.7795)
H (-3.9986, 2.6355, -1.7097)
C (0.5087, 4.0071, 5.6487)
C (-0.4213, 2.8380, 5.9219)
O (-1.3029, 2.6167, 4.8212)
P (-1.0354, 1.4690, 3.7273)
S (-2.2613, 1.8218, 2.2158)
S (0.9205, 1.2174, 3.3959)
O (-1.5663, 0.2165, 4.6307)
C (-1.5776, -1.1028, 4.0908)
C (-3.0070, -1.5909, 3.9516)
H (1.1815, 4.1469, 6.4977)
H (-0.0656, 4.9208, 5.4896)
H (1.0933, 3.7949, 4.7551)
H (-1.0668, 3.0494, 6.7770)
H (0.1583, 1.9373, 6.1360)
H (-0.9996, -1.7378, 4.7674)
H (-1.0794, -1.1231, 3.1181)
H (-3.4701, -1.7123, 4.9325)
H (-3.0287, -2.5466, 3.4234)
H (-3.5791, -0.8579, 3.3807)

Atomic forces in eV per Å
Pb -0.2 0.4 0.5
C -0.1 0.0 0.2
P 1.0 -0.4 -0.3
C -0.1 0.0 0.1
C -0.1 0.0 -0.1
C 0.0 0.0 0.1
C 0.1 0.0 0.0
C 0.0 0.0 -0.1
C -0.1 0.0 0.1
C 0.0 0.1 0.1
C 0.1 0.0 -0.1
C 0.1 0.0 0.1
C 0.0 0.0 0.0
C 0.0 0.1 0.0
C 0.0 -0.2 -0.1
C 0.0 0.1 -0.1
C 0.1 0.0 0.0
C -0.1 0.0 0.0
C 0.1 0.0 -0.1
C 0.1 0.0 0.1
P -0.8 -0.1 -0.7
C 0.1 -0.1 0.1
C -0.1 -0.1 0.1
C 0.0 0.0 -0.1
C 0.1 0.0 0.0
C -0.1 0.0 0.0
C 0.0 0.1 0.0
C 0.0 0.1 0.2
C 0.0 0.0 -0.1
C -0.1 0.0 0.0
C 0.0 0.0 0.0
C -0.1 0.1 0.0
C 0.1 -0.2 0.0
N 0.1 -0.2 -0.3
H 0.0 0.0 0.0
H 0.0 0.0 0.0
H 0.0 0.0 0.1
H 0.0 0.0 0.0
H 0.0 0.0 0.0
H 0.0 0.0 0.0
H 0.0 0.0 0.0
H 0.0 0.0 0.0
H 0.0 0.0 0.0
H 0.0 0.0 0.0
H 0.0 0.0 0.0
H 0.0 0.1 0.0
H 0.0 0.0 0.0
H 0.0 0.0 0.0
H 0.0 0.0 0.0
H 0.0 0.0 0.0
H 0.0 0.0 0.0
H 0.0 0.0 0.0
H 0.0 0.0 0.0
H 0.0 0.0 0.0
H 0.0 0.0 0.0
H 0.0 0.0 0.0
H 0.0 0.0 0.0
H 0.0 0.0 0.0
H 0.0 0.0 0.0
H -0.1 0.0 0.0
C -0.2 -0.1 0.0
C 0.1 0.0 0.1
O 0.0 0.2 -0.1
P 0.0 -0.1 0.2
S 0.2 -0.1 0.2
S -0.3 0.1 0.2
O 0.0 0.2 0.0
C 0.0 0.0 -0.2
C 0.1 0.1 0.0
H 0.0 0.0 0.0
H 0.0 0.0 0.0
H 0.1 0.0 0.0
H 0.0 0.0 0.0
H 0.0 0.0 0.0
H 0.0 0.0 0.0
H 0.0 0.0 0.0
H 0.0 0.0 0.0
H 0.0 0.0 0.0
H 0.0 0.0 0.0

The computed Löwdin charges, all in e, follow: Pb 0.669; C -0.275; P 0.901; C -0.343; C -0.091; C -0.097; C -0.106; C -0.087; C -0.091; C -0.387; C -0.087; C -0.093; C -0.098; C -0.094; C -0.154; C -0.432; C -0.096; C -0.096; C -0.417; C -0.271; P 0.902; C -0.365; C -0.095; C -0.088; C -0.100; C -0.091; C -0.103; C -0.380; C -0.117; C -0.092; C -0.100; C -0.092; C -0.096; N -0.128; H 0.067; H 0.092; H 0.096; H 0.096; H 0.094; H 0.100; H 0.093; H 0.088; H 0.098; H 0.096; H 0.102; H 0.110; H 0.081; H 0.081; H 0.071; H 0.076; H 0.076; H 0.100; H 0.096; H 0.098; H 0.108; H 0.099; H 0.100; H 0.095; H 0.098; H 0.101; C -0.098; C -0.330; O -0.359; P -0.195; S 0.152; S 0.158; O -0.358; C -0.336; C -0.084; H 0.070; H 0.072; H 0.038; H 0.111; H 0.089; H 0.113; H 0.040; H 0.069; H 0.071; H 0.054

***

No. 4
Density functional theory data (ωB97M-V with the def2-TZVPD basis set) for a 3-piece molecular cluster, C4H11NO2 overall.

Calculated values
SMILES = C=NC(=C)C.O.O
HOMO = -9.42 eV
Multiplicity = 1
LUMO energy = 0.1021 eV

Element x y z (Å)
C (-1.6444, -0.4976, -1.0778)
C (-0.2281, 0.1556, -1.0841)
C (0.3093, 1.2500, -1.6747)
C (0.3031, -1.4080, 0.5827)
N (0.6323, -0.2730, 0.0027)
H (-2.3806, 0.3659, -0.9823)
H (-1.8708, -1.2536, -0.2781)
H (-1.8133, -1.0522, -1.9738)
H (0.2377, 1.7743, -2.6998)
H (1.3112, 1.3992, -1.3801)
H (-0.4330, -2.1859, 0.2891)
H (0.7517, -1.6636, 1.5631)
H (-1.8622, 1.8509, 1.4118)
H (-0.4370, 1.5894, 1.4847)
O (-1.1928, 1.4015, 2.0473)
H (2.3876, -0.1361, 1.7930)
H (2.7891, -1.0104, 0.7303)
O (3.1401, -0.3063, 1.2459)

Atomic forces in eV per Å
C -0.2 1.6 0.2
C -0.2 0.1 1.3
C -0.1 -0.7 -2.8
C 0.9 1.5 0.0
N -2.2 -3.0 1.2
H 0.7 -1.3 -0.3
H 0.5 1.3 -0.6
H -0.3 0.0 -1.0
H -1.3 -0.9 1.9
H 1.0 0.3 0.9
H 0.4 0.9 -0.2
H 0.3 0.2 -0.8
H 1.0 -1.2 2.0
H 0.9 -0.3 0.2
O -1.9 1.5 -2.2
H -0.6 0.7 0.7
H -0.1 -0.8 -1.1
O 1.2 0.3 0.5

The computed Löwdin charges, all in e, follow: C -0.058; C -0.369; C 0.052; C -0.029; N -0.014; H 0.097; H 0.061; H 0.056; H 0.093; H 0.035; H 0.076; H 0.081; H 0.083; H 0.002; O -0.096; H 0.000; H -0.016; O -0.054

***

| no. | E (hartree) |
| --- | --- |
| 1 | -2241.1308 |
| 2 | -287.4060 |
| 3 | -3535.8945 |
| 4 | -364.1322 |